8
Properties=species:S:1:pos:R:3:forces:R:3:nbo_charge:R:1 method="wB97M-V/def2-TZVPD" charge=-2 gap_ev=5.675 fmax_ha_per_bohr=0.03128 relative_energy_kcal_mol=15.8
C 0.3234 -2.0381 0.4858 0.13 0.57 -0.49 0.143
O -0.6682 2.1073 -1.8560 0.79 0.08 1.40 -0.985
O -0.3062 -2.2522 -0.5306 -0.36 -0.05 -0.16 -0.669
O 0.3512 3.1879 0.1618 -0.38 -1.21 -0.95 -0.995
O -0.6152 0.5344 0.4828 0.02 1.13 -0.71 -0.980
S 1.3878 -3.0612 1.3336 0.56 -0.97 0.59 -0.594
S 0.3528 -0.4475 1.3007 -0.04 0.37 0.03 0.444
S 0.3032 1.9939 -0.7330 -0.73 0.08 0.29 1.636



180
Properties=species:S:1:pos:R:3:forces:R:3:mulliken_charge:R:1 method="wB97M-V/def2-TZVPD" charge=0 gap_ev=8.636 fmax_ha_per_bohr=0.07770 relative_energy_kcal_mol=176.6
C -6.1857 1.3503 -4.4085 2.09 0.21 0.27 -1.003
O -5.2518 2.0552 -3.5336 -0.09 1.41 0.26 -0.430
C -3.7836 1.9844 -3.8367 -2.26 -2.26 -0.77 -0.106
C -3.3272 2.4341 -5.2180 0.54 1.32 1.82 -0.157
N -3.5239 3.8851 -5.4357 -2.54 0.10 -0.81 0.078
C -4.9360 4.4863 -5.2292 1.33 0.49 -0.37 -0.136
C -4.8784 5.9801 -5.4605 0.88 0.84 0.06 -0.894
O -4.2725 6.7072 -4.3895 -0.87 2.23 0.35 -0.292
C -4.4369 8.1540 -4.6737 1.21 -0.55 0.06 -0.891
H -6.0447 0.3194 -4.0840 -0.27 -0.41 -0.96 0.369
H -5.9167 1.6344 -5.4259 0.19 -0.83 -0.26 0.360
H -7.2469 1.5967 -4.3732 0.19 0.62 1.08 0.252
H -3.6295 0.9067 -3.7839 0.56 -0.37 0.00 0.563
H -3.2243 2.3869 -2.9921 -0.45 0.61 -0.14 -0.089
H -3.5671 1.7360 -6.0200 -0.98 0.53 -0.23 0.366
H -2.2614 2.2188 -5.1417 0.39 0.57 -0.08 -0.338
H -2.9258 4.5001 -4.9026 0.18 -0.66 0.05 -0.381
H -5.4020 4.3490 -4.2534 0.38 -0.35 0.24 0.129
H -5.7073 4.2114 -5.9487 0.46 -0.91 -0.36 0.293
H -5.8814 6.3667 -5.6412 -0.23 -0.03 0.02 0.499
H -4.2258 6.2976 -6.2737 -0.36 -0.72 -0.93 0.422
H -4.1111 8.4164 -5.6803 0.00 -0.53 -0.45 0.343
H -3.7548 8.7593 -4.0767 0.02 -0.56 0.56 0.293
H -5.4153 8.6243 -4.5748 -0.48 -0.84 0.32 0.343
C -2.4869 -1.6788 3.7513 -0.98 0.71 0.08 -0.416
O -2.5353 -2.9994 3.3462 3.16 -1.16 0.49 -0.446
C -3.0277 -3.1902 2.0531 -3.18 0.56 1.62 -0.062
C -2.8277 -4.5457 1.5262 1.18 -0.98 -0.88 0.374
N -3.0881 -5.6672 2.4803 0.44 0.37 -1.73 -0.534
C -1.9699 -6.6602 2.2778 -0.05 0.72 1.54 0.011
C -2.0335 -8.0047 3.0596 0.30 1.37 -1.47 -0.668
O -0.9008 -8.7510 2.5915 -1.24 0.84 -0.60 -0.238
C -0.7604 -9.9955 3.1878 0.81 -0.34 0.71 -0.767
H -2.0600 -0.9978 3.0150 0.17 -0.04 -0.32 -0.059
H -1.9432 -1.5220 4.6830 -0.03 -0.50 0.00 0.275
H -3.5363 -1.4172 3.8865 -0.17 0.83 0.30 0.363
H -2.7985 -2.3802 1.3607 0.25 -0.11 -0.09 -0.131
H -4.0789 -3.1889 2.3415 -1.08 0.72 -1.11 0.439
H -1.8075 -4.4818 1.1477 0.52 -0.88 0.11 -0.656
H -3.4348 -4.6499 0.6270 -0.25 0.00 -0.05 0.283
H -3.1171 -5.1556 3.3507 0.57 -0.85 0.72 0.387
H -1.0674 -6.1636 2.6342 0.47 -0.08 -0.25 0.213
H -1.8391 -6.8471 1.2119 -0.30 -0.07 0.04 0.090
H -2.9782 -8.4746 2.7864 -0.04 -0.44 0.41 0.366
H -1.9433 -7.7466 4.1147 -0.18 -0.47 0.27 0.330
H -0.3409 -9.8067 4.1759 0.02 -0.50 0.40 0.301
H -0.0399 -10.5801 2.6157 0.05 0.13 -0.06 0.230
H -1.6557 -10.6092 3.2875 -0.41 0.26 -0.13 0.295
C 0.7628 1.1936 8.8503 -0.18 -0.71 -0.17 -0.487
O 1.0309 -0.0308 9.4841 1.40 -0.52 0.91 -0.412
C 2.3555 -0.5680 9.1410 -1.68 0.03 1.68 -0.709
C 2.3657 -1.3855 7.8786 -0.13 -0.52 -0.88 -0.493
N 2.8896 -0.6645 6.7560 0.82 2.12 -0.84 0.042
C 3.3995 -1.1810 5.4804 -0.81 -0.10 1.78 -0.648
C 2.3579 -1.3327 4.4230 -0.59 -1.55 -1.22 0.032
O 2.9658 -2.2438 3.4836 -0.53 0.26 -1.05 -0.437
C 2.0646 -2.7668 2.4667 0.62 0.96 0.64 -0.673
H -0.1370 1.6706 9.2390 -0.18 -0.43 0.14 0.236
H 0.5919 0.8326 7.8361 0.24 1.46 -0.70 0.150
H 1.5721 1.8871 9.0788 0.22 0.20 -0.79 0.269
H 2.5450 -1.1734 10.0274 0.00 -0.50 -0.26 0.299
H 3.1565 0.1668 9.2222 -0.13 0.57 -0.53 0.430
H 1.3470 -1.6624 7.6073 -0.27 -0.30 0.53 0.291
H 2.9043 -2.3092 8.0905 0.29 -0.31 -0.12 0.329
H 3.3674 0.1821 7.0303 -0.01 -0.24 -0.01 0.222
H 3.8894 -2.1368 5.6661 0.39 -0.03 -0.39 0.372
H 4.0158 -0.4173 5.0060 0.83 -0.30 0.68 -0.153
H 2.1538 -0.3230 4.0667 -0.10 0.07 -0.77 0.047
H 1.3851 -1.7766 4.6345 -0.09 0.01 0.92 0.399
H 2.6482 -3.2844 1.7053 0.18 -0.09 0.28 0.174
H 1.5518 -1.9564 1.9487 -0.18 0.04 0.06 0.215
H 1.3375 -3.4461 2.9117 -0.10 -0.06 0.06 0.434
C 3.5763 1.2984 0.8095 0.73 -0.25 0.52 -0.166
O 4.7290 2.0610 1.0952 -0.54 0.56 -0.58 -0.449
C 5.7453 1.3335 1.7594 -0.71 0.81 0.06 -0.354
C 5.4783 1.6451 3.2783 0.76 -2.61 -1.17 -0.638
N 5.6682 2.9881 3.5661 1.60 1.88 0.85 -0.157
C 7.1156 3.3839 3.6594 -1.72 0.74 -0.71 -0.469
C 7.2153 4.8815 3.9266 -0.89 0.38 0.52 -0.600
O 6.2753 5.7191 3.1967 0.59 -0.40 0.24 -0.387
C 6.3737 5.6298 1.7788 0.77 0.00 0.25 -0.518
H 3.8628 0.5315 0.0898 -0.50 0.23 -0.83 0.193
H 2.7959 2.0160 0.5561 -0.03 -0.44 -0.44 0.077
H 3.2689 0.6832 1.6551 -0.29 0.22 0.55 0.078
H 6.6507 1.7887 1.3579 0.38 -0.01 0.59 0.241
H 5.7421 0.3198 1.3588 -0.06 -0.48 0.67 0.237
H 6.1471 1.0309 3.8813 -0.07 -0.14 0.29 0.379
H 4.4449 1.4021 3.5256 -0.08 -0.43 -0.18 0.214
H 5.1145 3.5176 2.9080 0.32 0.52 0.05 0.246
H 7.6944 3.1959 2.7552 0.03 -0.58 -0.17 0.230
H 7.5241 2.8493 4.5170 0.22 -0.06 -0.17 0.389
H 8.2400 5.2432 3.8416 0.16 0.03 -0.55 0.392
H 6.9903 5.0037 4.9861 -0.46 0.41 -0.09 0.337
H 6.0180 6.5208 1.2614 -0.61 0.10 0.57 0.284
H 5.8523 4.7476 1.4075 0.08 -0.05 -0.23 0.112
H 7.4225 5.6285 1.4818 0.28 -0.50 -0.07 0.278
C -0.4629 -6.3632 -2.0524 -1.90 -1.49 0.91 -1.749
C -0.2675 -5.0811 -1.3508 2.15 0.82 -0.32 1.257
C 0.6209 -5.2203 -0.1138 -0.55 0.03 1.77 -1.065
O 0.5058 -4.2200 -2.1450 1.44 1.80 -1.36 -0.344
H -1.0674 -6.8988 -1.3205 -0.08 -0.67 0.08 0.437
H 0.4125 -6.9929 -2.2117 0.17 0.50 -0.19 0.335
H -1.1557 -6.3391 -2.8936 0.43 0.31 -0.45 0.490
H -1.1539 -4.4686 -1.1852 -0.64 -0.87 0.63 -0.103
H 1.6951 -5.0377 -0.1419 0.04 -0.09 -1.33 0.312
H 0.5449 -6.1914 0.3755 -0.40 -0.02 0.07 0.402
H 0.3480 -4.4425 0.5994 -0.37 -0.17 0.27 -0.115
H 0.3365 -4.2876 -3.0875 -0.31 -0.19 -0.01 0.180
C 5.3689 -1.9905 -1.3066 -0.57 -0.16 -0.44 -0.855
C 4.9539 -3.1064 -2.2835 -1.16 0.16 -0.23 0.149
C 3.4320 -2.9733 -2.6635 1.10 0.57 0.65 -0.818
O 5.7535 -3.0803 -3.4802 -0.06 -0.21 0.74 -0.593
H 6.4084 -2.0754 -0.9902 0.11 0.27 -0.54 0.364
H 4.8105 -1.9580 -0.3710 -0.40 -0.41 -0.04 0.121
H 5.0893 -1.0812 -1.8388 0.68 0.48 0.19 0.223
H 5.1109 -4.0592 -1.7779 0.14 -0.24 -0.39 0.387
H 3.2282 -1.9645 -3.0227 0.20 0.36 -0.03 0.329
H 2.8525 -3.0608 -1.7445 -0.24 -0.37 -0.22 -0.015
H 3.0806 -3.6158 -3.4708 0.22 -0.48 0.39 0.340
H 5.3353 -2.4605 -4.0823 0.00 0.12 -0.07 0.351
C 0.4934 -0.1283 -1.2086 -0.01 0.86 -1.04 0.075
C -0.5534 -0.9016 -0.5040 0.87 -1.06 -0.17 0.932
C -1.7259 -1.2078 -1.3990 -0.80 -0.07 0.46 -1.019
O 0.1332 -2.1163 -0.1313 -1.01 0.20 1.29 1.308
H 0.6032 -0.6116 -2.1794 0.55 0.19 -0.21 -0.101
H 1.4291 -0.1436 -0.6498 -0.05 0.14 -0.08 -0.254
H 0.1441 0.8881 -1.3903 0.25 0.22 -0.12 -0.287
H -0.8397 -0.3038 0.3612 -0.22 -0.70 0.54 -0.182
H -2.2175 -0.2710 -1.6612 -0.06 -0.03 -0.42 0.119
H -2.4850 -1.8164 -0.9076 -0.05 0.07 0.41 0.199
H -1.4588 -1.8212 -2.2595 0.37 0.41 -0.27 0.056
H 0.3952 -2.5601 -0.9412 0.09 -0.24 -0.48 -0.851
C -0.6526 3.4592 -0.0910 -0.63 -1.53 0.54 -0.400
C -1.2216 2.6150 1.0724 0.34 1.78 -0.80 1.936
C -0.1896 2.2597 2.1426 -1.32 -0.86 -0.86 -1.227
O -2.2683 3.3344 1.7053 -0.23 0.09 0.78 -0.715
H -1.4253 3.3121 -0.8457 0.23 0.62 -0.53 -0.156
H 0.2177 2.8624 -0.3640 0.36 0.66 -0.53 -0.267
H -0.4734 4.5114 0.1301 0.16 -0.22 0.06 0.383
H -1.6767 1.7656 0.5629 0.29 -0.60 0.33 -0.591
H -0.0740 3.1028 2.8236 0.10 -0.31 0.09 0.529
H 0.7459 1.8953 1.7183 0.06 0.31 -0.01 0.068
H -0.6921 1.3825 2.5503 0.47 0.09 1.16 0.154
H -3.1010 3.2204 1.2413 0.06 -0.11 -0.23 0.372
C -6.6755 0.9278 -0.7195 -1.41 -0.67 1.73 -1.737
C -5.4186 1.2620 0.0616 -1.33 -0.38 0.53 0.770
C -4.9223 0.1890 1.0366 0.30 0.58 0.19 -0.938
O -4.4657 1.4595 -0.8669 3.33 0.22 -2.20 -0.093
H -6.7226 -0.1247 -0.9988 0.45 -0.01 -0.44 0.343
H -6.8907 1.5830 -1.5636 0.22 0.04 0.12 0.414
H -7.4978 0.9906 -0.0068 -0.44 0.26 -0.10 0.471
H -5.5255 2.2317 0.5476 -0.57 0.01 0.77 0.307
H -5.0844 0.5083 2.0661 -0.45 -0.46 0.08 0.374
H -3.8361 0.1509 0.9543 0.15 0.09 -0.17 -0.137
H -5.2645 -0.8210 0.8111 -0.33 0.10 0.18 0.370
H -4.9058 1.7003 -1.6854 0.14 0.22 -0.59 0.066
C -0.4385 0.4446 -6.8082 -0.67 -2.34 0.41 -1.472
C -0.2803 0.0437 -5.3388 -0.13 1.11 0.96 2.040
C -0.3630 -1.5132 -5.0965 0.50 0.04 -1.64 -1.168
O 0.8933 0.7364 -4.8666 0.14 -1.73 0.65 -0.641
H -0.5990 1.4897 -7.0733 0.44 -0.11 0.46 0.196
H -1.3243 -0.1209 -7.0973 -0.26 0.11 -0.64 0.395
H 0.3998 -0.0649 -7.2832 0.12 0.61 -0.56 0.424
H -1.1721 0.3670 -4.8019 0.03 0.63 0.34 -0.787
H 0.1734 -2.0191 -5.8993 0.22 -0.04 -0.24 0.415
H -1.3973 -1.8215 -5.2494 -0.22 0.29 -0.09 0.382
H -0.0668 -2.0895 -4.2200 0.37 1.15 0.62 -0.105
H 0.7260 1.6732 -4.7399 -0.56 0.12 -0.39 0.215
C -0.8068 5.2153 -4.1128 0.43 2.17 1.97 -1.202
C 0.4430 4.4385 -4.4614 -1.13 -0.26 -1.72 0.671
C 1.0244 3.7258 -3.2563 -0.16 -0.60 -0.33 -1.503
O -0.1224 3.5144 -5.3859 0.27 -2.98 -0.35 -0.401
H -0.5159 5.8867 -3.3049 -0.31 0.42 0.27 0.410
H -1.6262 4.6288 -3.6972 0.66 -0.74 0.28 0.166
H -1.3583 5.8427 -4.8130 0.82 0.00 -0.78 0.508
H 1.2449 4.8695 -5.0607 -0.04 1.17 0.57 0.321
H 1.5944 4.4041 -2.6213 -0.59 0.17 0.25 0.459
H 1.7454 2.9359 -3.4668 0.08 0.04 -0.63 0.519
H 0.1932 3.2076 -2.7781 0.11 0.29 0.60 0.138
H -0.3305 3.8501 -6.2609 0.21 0.55 0.23 0.258